{
  "formula": "C5H13NO",
  "method": "the ωB97M-V functional and the def2-TZVPD basis",
  "relative_energy_kcal_mol": 18.6,
  "total_charge": 0,
  "species": ["C", "C", "C", "C", "C", "N", "O", "H", "H", "H", "H", "H", "H", "H", "H", "H", "H", "H", "H", "H"],
  "xyz": [[0.636, -0.443, 0.315], [-0.705, 0.264, -0.261], [0.939, 0.276, 1.628], [-0.782, 0.247, -1.789], [-1.937, -0.442, 0.317], [1.782, -0.302, -0.575], [1.408, 1.599, 1.385], [1.960, 1.515, 0.580], [0.436, -1.504, 0.501], [-0.755, 1.317, 0.043], [1.674, -0.914, -1.384], [2.655, -0.540, -0.104], [0.095, 0.301, 2.319], [1.784, -0.269, 2.183], [-1.738, 0.658, -2.134], [-1.985, -1.485, -0.019], [-0.683, -0.768, -2.187], [0.004, 0.872, -2.226], [-2.858, 0.055, -0.006], [-1.930, -0.436, 1.412]],
  "forces_ev_per_angstrom": [[-1.5, 1.1, 0.0], [0.5, -0.9, -0.2], [2.0, -0.7, 0.7], [0.2, 0.2, 0.0], [0.1, 0.0, 0.1], [0.2, 0.1, -0.3], [0.0, -0.3, -0.4], [-0.4, 0.3, 0.4], [-0.3, 0.0, 0.2], [0.4, -0.2, 0.2], [0.2, 0.3, 0.3], [-0.3, -0.2, -0.1], [-0.1, 0.1, -0.3], [-1.1, 0.3, -0.6], [0.1, -0.1, 0.1], [0.0, 0.1, 0.0], [-0.1, 0.0, 0.0], [0.0, -0.2, 0.0], [0.2, -0.1, 0.0], [0.0, -0.1, -0.1]]
}